Record 1
An isolated molecule of C3H5N3O at a distorted geometry. Source: OMol25; level of theory: the ωB97M-V functional and the def2-TZVPD basis.

## Properties
highest occupied orbital energy	-8.845	eV
total charge	0

Atoms and positions in Å:
1 C 0.24730 0.04025 0.50181
2 C 0.95323 1.16820 0.69485
3 C -0.22704 0.16621 -0.88647
4 H 0.31157 -0.98456 2.24828
5 H -1.24492 -0.88390 1.63135
6 H 1.77751 1.46668 1.45702
7 H -0.79247 -1.67008 -1.15425
8 H -0.89791 -0.84487 -2.55565
9 N -0.26222 -0.95397 1.34598
10 N 0.25982 1.33159 -1.35464
11 N -1.02350 -0.81490 -1.52846
12 O 0.89862 1.97935 -0.39980

---

Record 2
An isolated molecule of C3H5N3O at a distorted geometry. Source: OMol25; level of theory: the ωB97M-V functional and the def2-TZVPD basis.

## Properties
highest occupied orbital energy	-8.841	eV
total charge	0

Atoms and positions in Å:
1 N -1.99952 -0.72690 0.80198
2 C -0.86100 -0.19821 0.24645
3 N 0.35154 -0.90630 0.36822
4 C 1.21658 -0.10484 -0.15352
5 O 2.51375 -0.38810 -0.27015
6 C 0.58005 1.16698 -0.59912
7 N -0.84318 0.92951 -0.36994
8 H -2.01097 -1.73229 0.86902
9 H -2.84613 -0.32646 0.41980
10 H 2.62788 -1.27515 0.11358
11 H 0.88372 1.60789 -1.55230
12 H 0.48708 1.92798 0.17146

---

Record 3
A structure of composition C3H5N3O. Source: OMol25; level of theory: the ωB97M-V functional and the def2-TZVPD basis.

## Properties
highest occupied orbital energy (alpha / beta)	-8.523 / -8.521	eV
total charge	0

Atoms and positions in Å:
1 O 1.30213 -0.34258 1.77310
2 C 1.71084 0.41745 0.69082
3 C 0.47659 0.24134 -0.10150
4 N -0.30726 -0.48662 0.78874
5 N -1.62964 -0.62392 -0.39093
6 C -1.28521 0.23792 -1.29715
7 N -0.00386 0.67478 -1.23814
8 H -0.18977 -1.47155 0.97465
9 H 2.59370 0.02555 0.15135
10 H 1.90774 1.48898 0.88421
11 H -2.60689 -0.81894 -0.19971
12 H -1.96838 0.65760 -2.03545

---

Record 4
An isolated molecule of C3H5N3O at a distorted geometry. Source: OMol25; level of theory: the ωB97M-V functional and the def2-TZVPD basis.

## Properties
highest occupied orbital energy	-8.178	eV
total charge	0

Atoms and positions in Å:
1 C 0.77026 -0.00792 -0.04710
2 C 0.22888 1.24524 -0.00826
3 C -1.40454 -0.08508 -0.02230
4 H 2.60076 -0.17866 0.87305
5 H 2.61827 -0.50146 -0.77568
6 H 0.63463 2.22011 -0.06989
7 H -3.17920 0.10169 -0.12891
8 H -0.26499 -1.88942 0.07402
9 N 2.06879 -0.54894 0.08226
10 N -1.16344 1.18952 0.03421
11 N -0.28378 -0.88933 -0.09469
12 O -2.62566 -0.65576 0.08329

---

Record 5
An isolated molecule of C3H5N3O at a distorted geometry. Source: OMol25; level of theory: the ωB97M-V functional and the def2-TZVPD basis.

## Properties
highest occupied orbital energy	-9.273	eV
total charge	0

Atoms and positions in Å:
1 C 0.27687 -0.46368 0.04997
2 C -1.10603 -1.04981 -0.01620
3 C 0.00680 0.88757 0.26855
4 H 2.10881 0.87637 -0.89437
5 H 3.04088 -0.27722 -0.40292
6 H -1.44833 -2.00810 -0.75122
7 H -1.13782 -1.47846 1.12212
8 H 0.71252 1.89279 0.13758
9 N 2.41692 0.26908 0.05630
10 N 1.42383 -0.75882 -0.00880
11 N -1.27509 1.21734 -0.11812
12 O -2.03770 -0.04289 -0.06634

---

Record 6
An isolated molecule of C3H5N3O at a distorted geometry. Source: OMol25; level of theory: the ωB97M-V functional and the def2-TZVPD basis.

## Properties
highest occupied orbital energy	-10.130	eV
total charge	0

Atoms and positions in Å:
1 O 1.57583 0.45267 2.23363
2 C 0.39978 0.07510 1.57982
3 C 0.21871 -0.01834 0.03550
4 N 0.86105 0.31864 -1.07887
5 N -0.09745 -0.04993 -2.07905
6 C -1.16977 -0.54385 -1.46017
7 N -1.02261 -0.55391 -0.16932
8 H 1.70457 1.40357 2.15347
9 H -0.46299 0.68616 1.89295
10 H 0.17418 -0.93642 1.93451
11 H -0.10745 0.05104 -3.10222
12 H -2.07384 -0.88475 -1.94025

---

ΔE to the lowest compared entry with this formula, charge and spin for every record listed, in sequence, given in eV: 2.963, 1.010, 5.354, 0.784, 7.351, 1.891.